No. 1
Here is 8 unconnected molecules or ions with the total composition C29H68F9N6O7PS in a non-equilibrium geometry from OMol25. Energies are from ωB97M-V/def2-TZVPD.

Calculated values
energy: -98999.823 eV
LUMO: -0.3353 Ha
ΔE to the lowest compared entry with this formula, charge and spin: 0.0 kcal per mole
Kohn-Sham gap: 6.83 eV
total charge: +4

The geometry in XYZ format:
```
121
Properties=species:S:1:pos:R:3:lowdin_charge:R:1
C -3.275 -3.906 -2.968 0.0337
C -1.949 -3.597 -3.564 -0.4291
O -1.656 -3.703 -4.681 0.2141
N -0.784 -3.366 -2.586 0.0932
H -0.726 -2.507 -1.970 0.1502
H -1.017 -4.105 -1.886 0.1729
C 0.522 -3.827 -3.147 0.0053
H -3.180 -4.873 -2.441 0.1107
H -3.974 -4.136 -3.762 0.1150
H -3.574 -3.105 -2.298 0.0626
H 1.242 -3.783 -2.346 0.0655
H 0.750 -3.126 -3.944 0.1098
H 0.383 -4.824 -3.538 0.1101
C 3.172 -0.148 3.566 0.0258
C 2.961 0.636 4.793 -0.4762
O 2.248 1.480 4.881 0.2534
N 3.545 0.097 6.064 0.0889
H 3.447 -0.930 6.107 0.1966
H 4.562 0.317 6.091 0.2094
C 2.915 0.666 7.290 0.0334
H 2.401 -0.908 3.392 0.1122
H 4.142 -0.647 3.472 0.1000
H 3.093 0.494 2.689 0.0865
H 3.257 0.095 8.150 0.1220
H 1.857 0.432 7.201 0.1162
H 3.109 1.722 7.356 0.1156
C 4.712 -3.348 -0.614 0.0322
C 4.967 -4.628 0.063 -0.4681
O 5.957 -5.142 0.164 0.2733
N 3.838 -5.217 0.865 0.0874
H 3.757 -4.642 1.719 0.1952
H 2.938 -5.131 0.368 0.1860
C 4.084 -6.612 1.292 0.0233
H 4.443 -2.603 0.145 0.0914
H 3.931 -3.396 -1.366 0.0870
H 5.652 -2.995 -1.019 0.1079
H 4.591 -7.158 0.510 0.1170
H 3.129 -7.057 1.563 0.1164
H 4.680 -6.628 2.200 0.1190
C 4.378 -1.078 -4.092 0.0408
C 4.198 0.366 -3.923 -0.4329
O 3.359 1.022 -4.351 0.2468
N 5.122 1.051 -2.906 0.0989
H 5.899 0.445 -2.598 0.1841
H 5.587 1.875 -3.337 0.2008
C 4.316 1.629 -1.752 0.0314
H 4.250 -1.560 -3.116 0.0769
H 5.307 -1.403 -4.556 0.1160
H 3.542 -1.422 -4.697 0.1150
H 5.125 2.117 -1.197 0.1100
H 3.878 0.841 -1.145 0.0728
H 3.635 2.402 -2.067 0.0946
C -3.050 -2.672 1.252 -0.0902
C -3.552 -1.259 1.007 -0.2214
C -4.994 -1.360 0.493 -0.1474
N -5.698 -0.077 0.449 -0.2795
C -5.141 0.743 -0.685 0.0366
C -5.685 0.676 1.741 -0.1153
C -6.900 1.543 1.714 -0.1287
C -7.961 0.611 1.074 -0.1145
C -7.177 -0.288 0.138 -0.0767
H -2.045 -2.661 1.677 0.0705
H -3.095 -3.262 0.336 0.0666
H -3.651 -3.184 2.012 0.0885
H -2.962 -0.816 0.198 0.0925
H -3.490 -0.718 1.947 0.1062
H -5.567 -1.977 1.193 0.1434
H -5.036 -1.786 -0.504 0.1396
H -5.711 1.657 -0.781 0.1174
H -5.235 0.125 -1.568 0.0972
H -4.100 0.938 -0.449 0.0962
H -4.715 1.153 1.830 0.1269
H -5.769 -0.105 2.502 0.1495
H -6.783 2.378 1.021 0.1183
H -7.277 1.891 2.665 0.1290
H -8.701 1.172 0.520 0.1271
H -8.419 0.021 1.866 0.1262
H -7.362 -0.040 -0.902 0.1382
H -7.359 -1.357 0.221 0.1344
C 1.292 5.244 -2.847 -0.0720
C 0.696 5.353 -1.448 -0.2302
C 1.380 4.448 -0.475 -0.1564
N 0.683 4.283 0.830 -0.2665
C 0.583 5.571 1.570 0.0479
C -0.679 3.646 0.626 -0.0847
C -0.938 2.731 1.808 -0.1043
C 0.390 2.679 2.631 -0.1365
C 1.417 3.298 1.728 -0.1045
H 2.384 5.421 -2.823 0.0853
H 0.919 6.040 -3.484 0.0921
H 1.202 4.273 -3.327 0.0736
H -0.390 5.202 -1.503 0.1249
H 0.752 6.402 -1.130 0.1215
H 2.407 4.753 -0.261 0.1485
H 1.435 3.436 -0.889 0.1214
H 1.581 5.911 1.814 0.1195
H -0.057 5.440 2.434 0.1208
H 0.124 6.297 0.904 0.1101
H -1.396 4.455 0.517 0.1420
H -0.649 3.103 -0.314 0.1167
H -1.710 3.198 2.418 0.1188
H -1.279 1.749 1.496 0.1093
H 0.260 3.300 3.515 0.1175
H 0.633 1.669 2.912 0.0853
H 2.225 3.858 2.185 0.1350
H 1.833 2.526 1.071 0.1209
C -1.299 1.103 -3.201 -0.7839
F -1.548 1.910 -2.205 0.1359
F -0.926 1.836 -4.169 0.2030
F -0.258 0.366 -2.865 0.1082
S -2.759 0.071 -3.645 0.4663
O -3.833 0.982 -3.874 -0.2717
O -2.317 -0.712 -4.764 -0.2807
O -2.971 -0.780 -2.450 -0.3793
P 1.349 -0.947 -0.247 0.1240
F 1.361 -2.484 0.224 -0.1576
F 0.755 -0.498 1.169 -0.1363
F 2.870 -0.712 0.276 -0.1836
F 1.364 0.587 -0.728 -0.1503
F 1.935 -1.401 -1.671 -0.1516
F -0.138 -1.126 -0.850 -0.1504
```



No. 2
Here is a molecular structure, C27H44GdN3P3Se in a non-equilibrium geometry from OMol25. Energies are from ωB97M-V/def2-TZVPD.

Calculated values
energy: -147200.730 eV
LUMO (spin up / spin down): -0.3291 / -0.3952 Ha
<S²>: 15.82
ΔE to the lowest compared entry with this formula, charge and spin: 67.5 kcal per mole
Kohn-Sham gap (spin up / spin down): 6.21 / 4.42 eV
total charge: +3
spin multiplicity: 8

The geometry in XYZ format:
```
79
Properties=species:S:1:pos:R:3:lowdin_spin:R:1
Gd 0.054 0.486 0.068 5.6855
P -1.700 -2.446 -0.166 0.0862
P 2.260 -0.562 1.358 0.0322
P 1.482 -1.452 -1.854 0.0251
H -2.991 4.666 -7.865 0.0001
C -2.949 3.722 -8.412 0.0000
C -4.031 2.943 -8.545 -0.0003
H -4.994 3.221 -8.114 0.0000
C -3.238 -2.433 0.750 0.0051
C -0.643 -3.461 0.846 0.0150
C -2.059 -3.374 -1.661 0.0077
C 3.526 0.763 1.208 0.0023
C 2.022 -0.521 3.187 -0.0011
C 3.247 -2.108 1.209 0.0106
C 0.771 -1.434 -3.547 0.0002
C 1.783 -3.276 -1.729 0.0055
C 3.203 -0.937 -2.286 0.0120
H -2.003 3.471 -8.896 -0.0001
H -4.002 2.019 -9.126 0.0000
H -3.885 -1.616 0.449 0.0009
H -3.028 -2.346 1.821 0.0001
H -3.733 -3.377 0.522 0.0014
H -0.362 -2.977 1.788 0.0006
H 0.267 -3.809 0.354 0.0001
H -1.246 -4.350 1.103 0.0045
H -2.704 -2.777 -2.318 0.0006
H -2.616 -4.260 -1.320 0.0024
H -1.148 -3.665 -2.206 0.0001
H 4.211 0.704 2.066 -0.0006
H 3.035 1.745 1.226 0.0030
H 4.091 0.667 0.274 0.0004
H 2.994 -0.716 3.661 -0.0003
H 1.287 -1.289 3.472 0.0001
H 1.683 0.485 3.476 0.0002
H 4.003 -2.135 2.018 0.0016
H 3.760 -2.186 0.236 0.0001
H 2.584 -2.978 1.350 0.0000
H 1.312 -2.158 -4.173 -0.0002
H 0.879 -0.433 -3.979 -0.0003
H -0.288 -1.719 -3.515 0.0004
H 2.413 -3.583 -2.577 0.0008
H 0.846 -3.844 -1.785 0.0001
H 2.319 -3.533 -0.806 0.0001
H 3.631 -1.691 -2.967 0.0004
H 3.838 -0.857 -1.393 0.0000
H 3.152 0.037 -2.797 0.0089
C 0.615 2.517 -3.465 0.1162
C -0.703 2.095 -3.747 0.0731
C -1.291 2.374 -4.982 0.0112
C -0.607 3.120 -5.954 0.1446
C 0.700 3.563 -5.685 0.0002
C 1.310 3.254 -4.465 0.0828
Se 1.397 2.132 -1.808 0.5180
H -1.428 -1.118 -0.663 0.0863
H -1.259 1.549 -2.981 0.0054
H -2.302 2.013 -5.195 -0.0013
H -1.100 3.362 -6.902 0.0067
H 1.235 4.153 -6.437 -0.0017
H 2.329 3.585 -4.262 0.0011
N 0.607 0.692 10.849 0.0000
C 0.242 0.865 9.751 0.0000
C -0.189 1.069 8.387 0.0000
C -1.318 1.834 8.066 0.0000
C -1.685 2.014 6.718 0.0000
C -0.966 1.361 5.704 0.0001
C 0.138 0.572 6.034 0.0000
C 0.536 0.445 7.368 0.0000
N -1.381 1.355 4.308 0.0003
C -1.873 0.181 3.705 0.0014
C -1.575 0.212 2.385 0.0164
N -0.824 1.363 2.107 0.0137
C -0.750 2.029 3.281 0.0034
H -1.891 2.299 8.869 0.0000
H -2.537 2.647 6.471 0.0000
H 0.677 0.052 5.239 0.0000
H 1.420 -0.148 7.596 0.0000
H -2.372 -0.591 4.262 0.0001
H -1.891 -0.478 1.606 0.0107
H -0.298 3.004 3.433 0.0001
```



No. 3
Here is 6 unconnected molecules or ions with the total composition C42H46N4O4S in a non-equilibrium geometry from OMol25. Energies are from ωB97M-V/def2-TZVPD.

Calculated values
energy: -69284.063 eV
LUMO: -0.0392 Ha
structure (SMILES): CC(=O)N(C(C)=O)C1=CC(=O)C(CC(N)(N)N)=C(S)C1=O.c1ccccc1.c1ccccc1.c1ccccc1.c1ccccc1.c1ccccc1
Kohn-Sham gap: 7.77 eV

The geometry in XYZ format:
```
97
Properties=species:S:1:pos:R:3:lowdin_charge:R:1
C 3.664 -2.254 1.010 0.0451
C 2.715 -1.583 0.032 -0.4536
O 1.945 -2.189 -0.607 0.1677
N 2.833 -0.107 -0.110 0.0889
C 3.779 0.119 -1.204 -0.4558
C 5.018 0.949 -0.873 0.0319
O 3.639 -0.265 -2.303 0.1621
C 1.523 0.366 -0.382 -0.1581
C 1.091 1.026 -1.435 0.1096
C -0.338 1.451 -1.509 -0.3138
O -0.633 2.352 -2.227 0.1051
C -1.378 0.773 -0.662 -0.1745
C -2.814 0.888 -1.132 -0.0605
C -3.565 -0.486 -1.415 -0.6515
N -4.693 -0.634 -0.489 0.0723
N -4.185 -0.444 -2.765 0.0600
N -2.680 -1.623 -1.382 0.0720
C -0.945 0.152 0.424 -0.4275
S -2.089 -0.614 1.530 0.9089
C 0.532 0.114 0.721 -0.3402
O 0.880 -0.079 1.832 0.1127
H 4.559 -1.629 1.094 0.0840
H 3.972 -3.216 0.600 0.0783
H 3.128 -2.357 1.955 0.0998
H 4.796 1.729 -0.141 0.0705
H 5.766 0.254 -0.468 0.0918
H 5.422 1.350 -1.802 0.0889
H 1.758 1.274 -2.254 0.1333
H -2.784 1.423 -2.087 0.1021
H -3.360 1.549 -0.450 0.1256
H -5.517 -0.332 -0.994 0.0705
H -4.574 -0.069 0.342 0.0343
H -4.457 0.501 -3.017 0.0711
H -3.553 -0.825 -3.456 0.0671
H -3.185 -2.490 -1.258 0.0747
H -2.048 -1.657 -2.171 0.0871
H -1.377 -1.377 2.394 -0.0760
C 5.085 -3.948 -5.088 -0.0949
C 4.192 -3.276 -4.265 -0.0858
C 4.200 -3.506 -2.896 -0.0892
C 5.109 -4.403 -2.349 -0.0931
C 6.005 -5.073 -3.172 -0.0998
C 5.991 -4.849 -4.541 -0.0998
H 5.077 -3.770 -6.156 0.0998
H 3.488 -2.571 -4.689 0.1043
H 3.500 -2.987 -2.258 0.0706
H 5.120 -4.581 -1.281 0.0906
H 6.714 -5.772 -2.745 0.0990
H 6.686 -5.375 -5.184 0.0991
C 1.876 2.770 3.051 -0.0798
C 2.870 3.258 2.213 -0.0891
C 3.595 4.385 2.576 -0.0971
C 3.332 5.021 3.782 -0.0993
C 2.340 4.532 4.622 -0.0971
C 1.609 3.409 4.255 -0.0875
H 1.310 1.895 2.765 0.0760
H 3.079 2.757 1.275 0.0802
H 4.366 4.769 1.919 0.0985
H 3.900 5.897 4.067 0.0993
H 2.136 5.027 5.563 0.0997
H 0.832 3.031 4.907 0.1011
C -3.509 -5.298 3.795 -0.0965
C -2.847 -6.225 3.001 -0.0991
C -2.799 -6.051 1.624 -0.0956
C -3.404 -4.946 1.042 -0.0945
C -4.063 -4.017 1.836 -0.1014
C -4.119 -4.194 3.212 -0.0967
H -3.550 -5.434 4.869 0.0999
H -2.370 -7.084 3.456 0.0992
H -2.288 -6.778 1.005 0.1000
H -3.361 -4.809 -0.031 0.0942
H -4.534 -3.152 1.380 0.0871
H -4.638 -3.472 3.831 0.0893
C -5.442 0.710 6.497 -0.0981
C -5.444 -0.266 5.510 -0.0962
C -4.662 -0.105 4.373 -0.0998
C -3.872 1.027 4.229 -0.1088
C -3.868 2.001 5.218 -0.0930
C -4.656 1.845 6.350 -0.0975
H -6.054 0.586 7.382 0.0997
H -6.056 -1.153 5.625 0.0991
H -4.668 -0.864 3.598 0.0817
H -3.261 1.148 3.345 0.0490
H -3.250 2.884 5.106 0.1001
H -4.657 2.607 7.120 0.0997
C 0.605 6.249 -6.224 -0.1047
C -0.231 5.273 -6.750 -0.1038
C -0.656 4.219 -5.951 -0.0943
C -0.253 4.143 -4.624 -0.0908
C 0.581 5.122 -4.099 -0.0913
C 1.013 6.172 -4.899 -0.1013
H 0.938 7.070 -6.847 0.0974
H -0.552 5.334 -7.783 0.0974
H -1.303 3.454 -6.364 0.0974
H -0.584 3.325 -3.994 0.0651
H 0.894 5.065 -3.063 0.0996
H 1.667 6.932 -4.489 0.0975
```



Which of these has the highest energy? C42H46N4O4S



Number 1 is which compound? C29H68F9N6O7PS



Look up the energy of the third one. -69284.063 eV



energy of number 1 (C29H68F9N6O7PS)? -98999.823 eV